(1)
Entry from the Open Molecules 2025 dataset: a 9-piece molecular cluster, C7H26O9 overall (ωB97M-V with the def2-TZVPD basis set).

Cartesian coordinates (Å):
C1 -0.766 2.136 -1.501
C2 -1.181 0.893 -1.110
C3 -0.491 0.283 0.025
C4 -1.119 0.048 1.211
C5 0.906 -0.278 -0.335
C6 2.047 0.618 -0.025
C7 2.318 0.253 1.482
O1 2.164 1.038 2.389
H1 -1.023 2.374 -2.486
H2 -0.101 2.854 -1.023
H3 -1.990 0.248 -1.597
H4 -0.557 -0.406 2.063
H5 -2.096 0.198 1.524
H6 0.859 -1.226 0.146
H7 0.858 -0.606 -1.434
H8 1.886 1.682 -0.323
H9 2.917 0.379 -0.640
H10 2.764 -0.761 1.762
O2 1.785 -3.720 -0.360
H11 1.139 -3.895 -1.028
H12 1.291 -3.615 0.507
O3 3.667 -1.751 -0.059
H13 4.221 -2.520 0.132
H14 2.785 -2.185 -0.298
O4 -2.607 -1.252 -3.017
H15 -2.664 -1.718 -3.817
H16 -3.402 -0.720 -3.123
O5 2.006 3.715 1.578
H17 1.816 2.764 1.792
H18 2.677 3.738 1.012
O6 -2.683 -3.098 -0.998
H19 -2.562 -2.376 -1.669
H20 -3.565 -2.913 -0.742
O7 -3.498 2.750 0.716
H21 -3.082 3.572 0.792
H22 -3.135 2.257 -0.024
O8 -0.507 4.426 1.052
H23 -0.531 3.417 1.242
H24 0.364 4.580 1.308
O9 -0.023 -3.548 1.561
H25 -0.050 -4.425 2.015
H26 -0.838 -3.211 1.299

Calculated values
2S+1: 1
E_HOMO: -0.344 Ha
HOMO-LUMO gap: 9.234 eV
SMILES: C=CC(=C)CCC=O.O.O.O.O.O.O.O.O
ΔE to the lowest compared entry with this formula, charge and spin: 84.97 kcal per mole
E_LUMO: -0.14 eV

(2)
Entry from the Open Molecules 2025 dataset: a 9-piece molecular cluster, C7H27NO8 overall (ωB97M-V with the def2-TZVPD basis set).

Cartesian coordinates (Å):
C1 3.411 -0.826 -0.261
C2 2.142 -0.637 0.486
C3 1.683 0.788 0.487
C4 2.456 1.765 1.149
N1 1.707 2.905 1.338
C5 0.405 2.640 0.737
C6 0.419 1.374 0.264
C7 -0.686 3.628 0.806
H1 3.601 -1.991 -0.243
H2 3.440 -0.657 -1.398
H3 4.256 -0.178 0.142
H4 2.229 -0.808 1.621
H5 1.294 -1.226 0.095
H6 3.488 1.778 1.540
H7 1.872 3.706 1.929
H8 -0.335 0.801 -0.152
H9 -0.800 3.959 1.835
H10 -0.623 4.524 0.187
H11 -1.643 3.190 0.528
H12 -1.785 -2.041 -2.525
H13 -3.071 -2.665 -2.233
O1 -2.127 -2.952 -2.409
H14 0.604 0.305 -2.918
H15 0.001 0.940 -4.273
O2 0.264 1.065 -3.369
H16 -1.065 3.240 -2.417
H17 -1.398 1.765 -2.024
O3 -1.619 2.675 -1.884
H18 -1.687 -1.119 3.268
H19 -0.709 -0.076 3.100
O4 -0.885 -0.814 3.697
H20 -0.774 -4.319 -1.212
H21 -1.188 -3.069 -0.453
O5 -0.784 -3.955 -0.322
H22 -2.334 -1.927 1.068
H23 -0.975 -1.164 0.755
O6 -1.926 -1.111 0.727
H24 -1.889 0.149 -1.071
H25 -3.325 0.102 -1.640
O7 -2.374 -0.118 -1.850
H26 -0.012 -3.636 1.650
H27 0.548 -2.561 2.671
O8 0.193 -3.449 2.576

Calculated values
2S+1: 2
E_HOMO (spin up / spin down): 0.008 / -0.194 Ha
HOMO-LUMO gap (spin up / spin down): 2.679 / 8.018 eV
<S²>: 0.7508
Net charge: -1
E_LUMO (spin up / spin down): 2.90 / 2.75 eV

(3)
Entry from the Open Molecules 2025 dataset: a 8-piece molecular cluster, C7H28ClN14O11 overall (ωB97M-V with the def2-TZVPD basis set).

Cartesian coordinates (Å):
Cl1 0.447 1.117 -0.379
O1 1.676 1.206 -1.096
O2 -0.626 0.897 -1.367
O3 0.340 0.059 0.590
O4 0.178 2.304 0.343
C1 2.657 -1.390 -3.844
O5 3.370 -0.757 -3.089
N1 1.376 -1.165 -3.751
N2 3.030 -2.082 -4.896
H1 1.102 -0.383 -3.172
H2 0.799 -1.806 -4.276
H3 2.364 -2.274 -5.631
H4 3.999 -2.356 -4.970
C2 -2.263 2.152 3.597
O6 -3.230 1.997 2.834
N3 -1.098 2.636 3.230
N4 -2.267 1.888 4.882
H5 -0.377 2.515 3.927
H6 -0.867 2.485 2.258
H7 -3.101 1.489 5.290
H8 -1.435 1.870 5.454
C3 -3.320 -1.394 1.435
O7 -3.906 -2.444 1.193
N5 -3.086 -0.988 2.609
N6 -2.835 -0.610 0.528
H9 -2.914 0.006 2.638
H10 -3.695 -1.407 3.298
H11 -2.026 -0.054 0.765
H12 -2.904 -0.985 -0.407
C4 0.351 -2.194 3.871
O8 0.961 -1.297 4.424
N7 0.047 -2.283 2.579
N8 -0.058 -3.225 4.493
H13 -0.165 -3.180 2.166
H14 0.064 -1.443 2.019
H15 -0.501 -4.013 4.042
H16 0.217 -3.380 5.452
C5 5.915 2.101 -1.744
O9 7.138 2.266 -1.842
N9 5.249 1.254 -2.476
N10 5.055 2.819 -1.100
H17 4.262 1.267 -2.689
H18 5.827 0.576 -2.952
H19 4.205 2.273 -1.094
H20 5.318 3.432 -0.341
C6 -3.458 3.522 -1.608
O10 -4.143 4.554 -1.605
N11 -3.915 2.330 -1.840
N12 -2.202 3.390 -1.525
H21 -3.281 1.561 -1.677
H22 -4.908 2.186 -1.724
H23 -1.807 4.312 -1.406
H24 -1.754 2.524 -1.261
C7 -0.201 -3.065 -0.982
O11 -0.760 -3.922 -0.381
N13 1.090 -2.963 -0.966
N14 -0.792 -2.268 -1.807
H25 1.404 -2.054 -1.272
H26 1.638 -3.619 -0.428
H27 -0.490 -1.388 -2.201
H28 -1.694 -2.598 -2.118

Calculated values
2S+1: 1
E_HOMO: -0.250 Ha
HOMO-LUMO gap: 8.945 eV
Net charge: -1
ΔE to the lowest compared entry with this formula, charge and spin: 93.06 kcal per mole
E_LUMO: 2.14 eV

(4)
Entry from the Open Molecules 2025 dataset: C7H28CuN14O7 as an isolated structure (ωB97M-V with the def2-TZVPD basis set).

Cartesian coordinates (Å):
Cu1 -0.185 -0.144 0.224
C1 2.268 -1.064 2.182
O1 1.284 -1.512 1.613
N1 3.452 -1.715 2.349
N2 2.279 0.214 2.694
H1 4.121 -1.209 2.898
H2 3.516 -2.705 2.204
H3 3.091 0.799 2.764
H4 1.386 0.654 2.513
C2 -0.938 2.387 2.566
O2 -0.572 1.240 2.370
N3 -2.021 2.983 2.000
N4 -0.330 3.230 3.469
H5 -2.388 2.587 1.149
H6 -2.213 3.957 2.148
H7 -0.754 4.081 3.792
H8 0.401 2.872 4.059
C3 -2.315 -1.811 2.239
O3 -2.028 -1.575 1.062
N5 -2.786 -3.030 2.614
N6 -2.326 -0.884 3.210
H9 -2.830 -3.301 3.580
H10 -3.068 -3.741 1.966
H11 -2.574 -1.135 4.148
H12 -1.826 -0.036 2.984
C4 -2.836 0.046 -1.741
O4 -2.116 0.557 -0.901
N7 -2.841 0.262 -3.102
N8 -3.910 -0.714 -1.350
H13 -2.161 0.877 -3.511
H14 -3.782 0.315 -3.453
H15 -3.898 -0.753 -0.342
H16 -4.446 -1.275 -1.983
C5 0.792 2.488 -1.166
O5 1.069 1.571 -0.387
N9 0.235 2.280 -2.378
N10 1.039 3.770 -0.847
H17 0.078 1.320 -2.626
H18 0.088 3.027 -3.028
H19 1.629 3.923 -0.050
H20 0.633 4.523 -1.368
C6 3.770 0.884 -2.425
O6 3.543 2.074 -2.478
N11 4.982 0.322 -2.772
N12 2.889 -0.095 -2.091
H21 5.670 0.896 -3.219
H22 5.233 -0.574 -2.398
H23 3.103 -1.070 -2.203
H24 1.934 0.063 -1.827
C7 -0.134 -2.790 -1.733
O7 0.527 -1.850 -1.309
N13 0.323 -3.644 -2.708
N14 -1.355 -3.146 -1.264
H25 -0.224 -4.472 -2.859
H26 1.319 -3.674 -2.833
H27 -1.941 -3.795 -1.760
H28 -1.858 -2.488 -0.686

Calculated values
2S+1: 1
E_HOMO: -0.367 Ha
HOMO-LUMO gap: 8.240 eV
Net charge: +1
ΔE to the lowest compared entry with this formula, charge and spin: 0.00 kcal per mole
E_LUMO: -1.75 eV

(5)
Entry from the Open Molecules 2025 dataset: a 7-piece molecular cluster, C7H28O7 overall (ωB97M-V with the def2-TZVPD basis set).

Cartesian coordinates (Å):
C1 2.299 -1.252 -3.045
O1 2.717 -1.730 -1.796
H1 3.062 -0.554 -3.384
H2 2.360 -2.066 -3.786
H3 1.330 -0.736 -3.015
H4 2.147 -2.451 -1.574
C2 -2.238 0.511 -2.606
O2 -0.936 1.092 -2.704
H5 -2.765 0.559 -3.596
H6 -2.142 -0.510 -2.243
H7 -2.851 1.035 -1.865
H8 -1.123 2.005 -2.449
C3 -2.427 -1.153 1.174
O3 -1.013 -1.201 1.281
H9 -2.831 -0.278 1.699
H10 -2.722 -1.054 0.117
H11 -2.853 -2.122 1.537
H12 -0.508 -0.464 0.847
C4 -1.777 3.320 0.264
O4 -1.439 3.634 -1.040
H13 -0.889 2.935 0.783
H14 -2.098 4.241 0.783
H15 -2.620 2.633 0.337
H16 -1.586 4.543 -1.271
C5 1.624 -3.441 0.810
O5 0.670 -3.407 -0.256
H17 2.170 -2.502 0.867
H18 1.069 -3.584 1.734
H19 2.353 -4.275 0.706
H20 -0.094 -2.986 0.181
C6 0.887 -0.053 4.239
O6 0.326 1.224 4.593
H21 0.938 -0.641 5.159
H22 0.229 -0.433 3.450
H23 1.885 0.073 3.805
H24 0.693 1.954 4.123
C7 1.627 1.380 -0.551
O7 0.433 0.547 -0.377
H25 1.567 2.207 -1.280
H26 1.905 1.907 0.400
H27 2.516 0.770 -0.789
H28 0.105 0.325 -1.263

Calculated values
2S+1: 1
E_HOMO: -0.366 Ha
HOMO-LUMO gap: 10.356 eV
SMILES: CO.CO.CO.CO.CO.CO.CO
ΔE to the lowest compared entry with this formula, charge and spin: 79.93 kcal per mole
E_LUMO: 0.41 eV

(6)
Entry from the Open Molecules 2025 dataset: a 7-piece molecular cluster, C7H29NO6 overall (ωB97M-V with the def2-TZVPD basis set).

Cartesian coordinates (Å):
C1 -0.767 -3.186 1.706
C2 -1.750 -2.204 1.086
C3 -1.529 -0.730 1.398
N1 -0.788 -0.017 0.372
C4 -1.449 -0.038 -0.952
C5 -0.250 1.268 0.802
C6 -1.317 2.158 1.568
C7 0.904 1.156 1.777
H1 0.141 -2.683 2.048
H2 -1.119 -3.672 2.619
H3 -0.462 -4.040 1.102
H4 -1.835 -2.280 0.004
H5 -2.723 -2.536 1.458
H6 -2.445 -0.254 1.782
H7 -0.940 -0.635 2.320
H8 -2.475 -0.414 -0.959
H9 -0.836 -0.710 -1.547
H10 -1.584 0.987 -1.286
H11 -0.029 1.915 -0.044
H12 -2.305 2.044 1.116
H13 -1.071 3.206 1.411
H14 -1.361 1.774 2.581
H15 1.804 0.773 1.281
H16 0.776 0.660 2.730
H17 1.265 2.171 1.976
O1 1.079 1.457 -3.315
H18 2.023 1.404 -3.474
H19 0.800 0.659 -2.850
O2 -0.784 3.139 -1.644
H20 -0.235 2.645 -2.271
H21 -1.642 3.147 -2.084
O3 1.640 3.637 -0.693
H22 0.864 4.094 -0.375
H23 1.653 3.797 -1.638
O4 1.963 -0.285 -1.415
H24 1.557 -0.534 -0.577
H25 2.250 0.630 -1.331
O5 1.052 -3.633 -2.195
H26 1.700 -3.049 -2.598
H27 1.321 -3.744 -1.278
O6 2.270 -2.876 0.793
H28 1.633 -2.258 0.424
H29 3.003 -2.942 0.172

Calculated values
2S+1: 1
E_HOMO: -0.305 Ha
HOMO-LUMO gap: 8.538 eV
SMILES: CCCN(C)C(C)C.O.O.O.O.O.O
ΔE to the lowest compared entry with this formula, charge and spin: 2.57 kcal per mole
E_LUMO: 0.25 eV

(7)
Entry from the Open Molecules 2025 dataset: a 8-piece molecular cluster, C7H29NO7 overall (ωB97M-V with the def2-TZVPD basis set).

Cartesian coordinates (Å):
C1 2.944 2.262 -0.497
C2 1.628 2.055 -1.270
C3 0.484 2.876 -0.688
C4 -0.338 2.240 0.456
C5 -1.646 1.968 0.241
N1 -2.606 1.541 1.175
C6 0.209 1.993 1.834
C7 0.584 0.528 1.958
H1 3.610 2.923 -0.994
H2 2.922 2.551 0.547
H3 3.493 1.246 -0.432
H4 1.283 1.029 -1.319
H5 1.855 2.262 -2.357
H6 0.834 3.886 -0.433
H7 -0.191 3.077 -1.539
H8 -2.196 2.502 -0.550
H9 -2.112 0.990 1.857
H10 -3.275 0.887 0.762
H11 -0.564 2.299 2.586
H12 0.947 2.778 2.137
H13 1.612 0.408 1.698
H14 -0.153 0.039 1.317
H15 0.511 0.109 2.933
O1 2.429 -2.078 -2.159
H16 3.030 -1.528 -2.685
H17 1.672 -2.200 -2.738
O2 -1.068 -1.965 -0.792
H18 -1.927 -1.537 -0.682
H19 -0.382 -1.646 -0.196
O3 -3.481 -3.097 -0.103
H20 -2.606 -3.129 -0.585
H21 -3.093 -3.362 0.756
O4 0.241 -1.854 3.441
H22 0.483 -2.517 2.785
H23 1.025 -1.787 3.994
O5 2.439 -3.393 0.489
H24 3.146 -2.890 0.891
H25 2.379 -3.237 -0.449
O6 -0.261 -1.292 -3.314
H26 -0.759 -1.312 -2.481
H27 -0.922 -1.157 -4.000
O7 -3.853 -0.525 -0.452
H28 -3.776 -1.410 -0.035
H29 -4.553 -0.529 -1.107

Calculated values
2S+1: 1
E_HOMO: -0.279 Ha
HOMO-LUMO gap: 7.777 eV
SMILES: CCC/C(=C/N)CC.O.O.O.O.O.O.O
ΔE to the lowest compared entry with this formula, charge and spin: 40.48 kcal per mole
E_LUMO: 0.17 eV

(8)
Entry from the Open Molecules 2025 dataset: a 12-piece molecular cluster, C7H32O11 overall (ωB97M-V with the def2-TZVPD basis set).

Cartesian coordinates (Å):
C1 -3.454 1.339 -0.928
C2 -2.327 1.501 -1.645
C3 -1.006 1.642 -1.007
C4 -0.416 0.697 -0.264
C5 0.891 0.782 0.333
C6 1.388 1.935 0.804
C7 1.635 -0.500 0.414
H1 -4.424 1.241 -1.413
H2 -3.483 1.323 0.102
H3 -2.307 1.560 -2.742
H4 -0.570 2.613 -1.173
H5 -0.981 -0.296 -0.093
H6 0.828 2.830 0.771
H7 2.379 2.027 1.284
H8 1.804 -0.971 -0.618
H9 2.618 -0.417 0.848
H10 1.090 -1.241 1.050
O1 2.991 0.412 2.965
H11 3.168 0.708 3.905
H12 2.048 0.077 2.983
O2 -0.489 -2.379 -1.158
H13 0.396 -2.143 -1.642
H14 -0.747 -3.264 -1.442
O3 1.589 -1.937 -2.767
H15 0.968 -1.379 -3.295
H16 2.330 -1.355 -2.575
O4 -3.030 -2.324 -0.169
H17 -3.403 -1.564 0.266
H18 -2.426 -1.982 -0.793
O5 0.146 -0.733 3.276
H19 -0.226 -1.348 2.570
H20 -0.100 -1.137 4.168
O6 -0.232 -0.145 -3.498
H21 -0.738 -0.413 -2.725
H22 0.398 0.629 -3.197
O7 -2.821 -0.400 1.709
H23 -2.010 -0.963 1.747
H24 -2.483 0.435 2.152
O8 -0.968 -2.387 1.496
H25 -1.853 -2.781 1.326
H26 -0.639 -2.267 0.564
O9 -1.247 1.493 2.770
H27 -0.749 1.945 2.058
H28 -0.650 0.759 2.983
O10 1.602 1.604 -2.591
H29 2.419 1.326 -2.083
H30 1.248 2.359 -2.076
O11 3.739 0.892 -1.153
H31 3.548 0.834 -0.192
H32 4.556 1.362 -1.302

Calculated values
2S+1: 1
E_HOMO: -0.331 Ha
HOMO-LUMO gap: 9.100 eV
SMILES: C=C/C=C/C(=C)C.O.O.O.O.O.O.O.O.O.O.O
ΔE to the lowest compared entry with this formula, charge and spin: 45.98 kcal per mole
E_LUMO: 0.09 eV

(9)
Entry from the Open Molecules 2025 dataset: a 11-piece molecular cluster, C7H33NO10 overall (ωB97M-V with the def2-TZVPD basis set).

Cartesian coordinates (Å):
C1 1.212 -1.421 2.602
C2 1.259 -0.154 2.184
C3 0.770 0.350 0.863
C4 1.601 0.535 -0.166
N1 2.987 0.427 -0.066
C5 -0.709 0.626 0.812
C6 -1.360 0.667 -0.560
C7 -2.884 0.808 -0.358
H1 1.239 -2.243 1.897
H2 1.447 -1.711 3.622
H3 1.678 0.616 2.821
H4 1.212 1.223 -0.907
H5 3.550 0.939 -0.711
H6 3.395 0.171 0.812
H7 -1.279 -0.110 1.394
H8 -0.966 1.484 1.442
H9 -1.127 1.488 -1.244
H10 -1.275 -0.271 -1.112
H11 -3.373 0.541 -1.296
H12 -3.256 0.066 0.360
H13 -3.172 1.787 0.022
O1 2.014 -3.218 -0.212
H14 1.096 -2.947 -0.293
H15 2.523 -2.398 -0.215
O2 -1.677 1.869 -3.231
H16 -0.721 1.981 -3.272
H17 -1.949 1.179 -3.842
O3 0.407 2.200 3.670
H18 -0.257 2.862 3.912
H19 0.016 1.487 4.215
O4 1.250 1.081 -3.691
H20 1.225 0.253 -3.223
H21 1.600 1.901 -3.348
O5 -1.172 -0.647 -4.433
H22 -0.820 0.232 -4.638
H23 -0.445 -0.862 -3.825
O6 -1.195 -2.623 3.630
H24 -0.577 -3.319 3.416
H25 -0.860 -2.130 4.382
O7 0.477 4.291 1.469
H26 0.000 3.717 2.074
H27 1.345 4.122 1.867
O8 -1.334 0.333 3.961
H28 -2.274 0.202 3.784
H29 -0.939 -0.425 3.505
O9 1.533 -1.859 -2.799
H30 1.565 -2.789 -2.567
H31 2.422 -1.527 -2.713
O10 -2.355 -2.972 -2.412
H32 -3.101 -2.368 -2.313
H33 -1.678 -2.368 -2.738

Calculated values
2S+1: 1
E_HOMO: -0.298 Ha
HOMO-LUMO gap: 8.209 eV
SMILES: C=C/C(=C\N)CCC.O.O.O.O.O.O.O.O.O.O
ΔE to the lowest compared entry with this formula, charge and spin: 75.01 kcal per mole
E_LUMO: 0.09 eV

(10)
Entry from the Open Molecules 2025 dataset: a 14-piece molecular cluster, C7H35NO13 overall (ωB97M-V with the def2-TZVPD basis set).

Cartesian coordinates (Å):
C1 -0.850 0.857 -3.444
C2 0.477 0.475 -3.740
N1 1.151 0.262 -2.531
C3 0.248 0.571 -1.590
C4 -0.962 1.142 -2.047
C5 -1.904 2.050 -1.407
C6 -2.602 2.973 -2.005
C7 0.743 0.682 -0.223
H1 -1.534 1.092 -4.275
H2 0.962 0.560 -4.640
H3 2.080 0.303 -2.347
H4 -2.246 2.001 -0.460
H5 -2.475 3.368 -2.923
H6 -3.568 3.286 -1.628
H7 -0.098 0.628 0.371
H8 1.253 1.602 -0.018
H9 1.285 -0.194 -0.015
H10 -1.127 0.774 4.764
H11 -1.011 2.389 4.409
O1 -1.106 1.425 3.950
H12 0.682 3.163 -1.858
H13 -0.711 3.859 -2.358
O2 0.029 3.914 -1.633
H14 0.161 3.261 0.660
H15 -0.071 2.295 1.763
O3 0.295 3.131 1.618
H16 -1.543 -0.790 -0.686
H17 -2.297 -1.229 -1.900
O4 -2.048 -1.491 -1.076
H18 -0.391 -1.041 4.693
H19 0.947 -0.486 4.508
O5 0.209 -0.325 5.176
H20 3.208 -1.372 -1.387
H21 4.608 -1.311 -2.004
O6 3.760 -0.854 -1.970
H22 2.587 -2.527 0.987
H23 1.493 -3.154 -0.107
O7 1.765 -2.330 0.413
H24 0.194 -2.770 0.917
H25 -1.297 -2.854 0.719
O8 -0.597 -3.138 1.411
H26 -2.171 -0.500 2.997
H27 -1.370 -1.619 2.527
O9 -1.596 -1.259 3.293
H28 0.848 -2.782 2.717
H29 1.742 -2.977 3.886
O10 1.659 -2.534 3.114
H30 -2.106 4.036 2.904
H31 -0.607 3.782 2.594
O11 -1.352 3.864 3.361
H32 2.205 -3.448 -1.896
H33 0.753 -4.064 -2.183
O12 1.579 -4.136 -1.657
H34 0.270 -2.014 -2.984
H35 0.012 -2.928 -4.375
O13 -0.049 -2.851 -3.365

Calculated values
2S+1: 1
E_HOMO: -0.319 Ha
HOMO-LUMO gap: 8.484 eV
ΔE to the lowest compared entry with this formula, charge and spin: 133.86 kcal per mole
E_LUMO: -0.19 eV